(P)
Below is a cluster of 14 separate species, C56H154N14O14 in total, with properties calculated with ωB97M-V with the def2-TZVPD basis set.

Summary:
- E_LUMO (hartree) = 0.012
- HOMO level (eV) = -8.55
- HOMO-LUMO gap (Eh) = 0.326

Last column: Mulliken charge in e.
Atoms and positions in Å:
C: -2.987 0.751 5.472  -1.35
C: -3.941 0.956 4.355  1.27
C: -4.423 2.382 4.242  -0.91
O: -5.367 2.646 5.316  -0.41
C: -5.477 3.951 5.681  -0.81
N: -3.302 0.487 3.111  0.54
H: -3.343 1.253 6.372  0.48
H: -2.101 1.347 5.249  0.41
H: -2.656 -0.269 5.664  -0.27
H: -4.786 0.325 4.631  -0.18
H: -4.909 2.540 3.279  0.50
H: -3.502 2.959 4.324  0.42
H: -4.472 4.201 6.019  0.34
H: -6.099 4.109 6.563  0.29
H: -5.715 4.623 4.856  0.27
H: -3.993 0.458 2.375  -0.30
H: -2.692 1.147 2.648  -0.34
C: -0.917 -4.584 3.560  -1.63
C: -1.439 -3.216 3.990  0.62
C: -2.072 -3.299 5.425  -0.54
O: -3.332 -3.904 5.386  -0.41
C: -4.287 -3.437 6.377  -0.88
N: -0.393 -2.221 4.060  0.08
H: -0.501 -4.400 2.569  0.18
H: -1.630 -5.379 3.344  0.40
H: -0.115 -4.909 4.222  0.33
H: -2.149 -3.011 3.189  -0.15
H: -2.300 -2.341 5.893  0.19
H: -1.389 -3.845 6.076  0.40
H: -4.585 -2.394 6.483  0.29
H: -3.791 -3.753 7.295  0.43
H: -5.207 -4.003 6.230  0.25
H: 0.190 -2.401 4.865  0.07
H: -0.727 -1.271 4.132  0.24
C: 7.158 -0.814 0.387  -1.31
C: 6.377 -1.001 1.699  0.58
C: 7.023 -1.001 3.067  -0.91
O: 6.216 -1.538 4.075  -0.32
C: 6.693 -1.248 5.396  -1.08
N: 5.079 -0.207 1.804  -0.21
H: 7.856 -1.649 0.333  0.45
H: 7.764 0.080 0.241  0.24
H: 6.371 -0.850 -0.366  0.13
H: 5.881 -1.968 1.621  0.01
H: 7.293 0.034 3.275  0.39
H: 7.842 -1.713 2.965  0.49
H: 7.714 -1.568 5.602  0.34
H: 6.156 -1.912 6.074  0.31
H: 6.558 -0.227 5.753  0.37
H: 5.314 0.775 1.809  0.26
H: 4.892 -0.457 2.765  0.04
C: -4.510 7.015 -4.669  -1.46
C: -3.474 6.708 -3.579  1.38
C: -2.271 5.885 -4.092  -1.04
O: -2.556 4.683 -4.818  -0.47
C: -2.872 3.522 -4.127  0.14
N: -3.274 7.894 -2.739  -0.80
H: -4.049 7.335 -5.604  0.30
H: -5.238 7.758 -4.346  0.49
H: -5.157 6.172 -4.913  0.28
H: -3.997 5.909 -3.054  -0.19
H: -1.671 5.523 -3.256  0.27
H: -1.685 6.575 -4.700  0.51
H: -3.141 3.683 -3.083  0.11
H: -2.106 2.755 -4.016  -0.07
H: -3.747 3.100 -4.623  0.10
H: -3.072 7.626 -1.787  0.17
H: -4.088 8.474 -2.595  0.33
C: 1.095 4.802 -7.178  -1.34
C: -0.177 3.844 -7.516  0.15
C: -0.364 2.779 -6.409  -0.07
O: 0.792 1.895 -6.322  -0.46
C: 0.545 0.634 -5.801  -0.34
N: -1.405 4.646 -7.478  -0.82
H: 1.098 5.624 -6.462  0.28
H: 1.420 5.235 -8.124  0.40
H: 1.945 4.134 -7.032  0.34
H: 0.103 3.419 -8.480  0.39
H: -1.305 2.251 -6.566  0.41
H: -0.532 3.265 -5.447  -0.06
H: -0.299 0.130 -6.273  0.54
H: 0.563 0.681 -4.713  -0.15
H: 1.393 -0.024 -5.992  0.24
H: -2.261 4.123 -7.594  0.29
H: -1.610 4.960 -6.540  0.23
C: 3.700 1.039 -3.548  -1.51
C: 4.874 0.694 -2.604  0.26
C: 6.245 1.269 -2.996  -1.22
O: 7.299 1.363 -1.906  -0.17
C: 8.229 2.410 -1.986  -0.84
N: 4.590 1.279 -1.349  0.07
H: 3.871 0.496 -4.477  0.58
H: 3.623 2.041 -3.969  0.53
H: 2.719 0.810 -3.131  -0.05
H: 4.976 -0.378 -2.438  0.54
H: 6.108 2.285 -3.367  0.51
H: 6.753 0.713 -3.783  0.47
H: 8.803 2.431 -2.912  0.33
H: 8.985 2.126 -1.254  0.22
H: 7.777 3.378 -1.769  0.34
H: 5.213 1.998 -1.012  0.53
H: 4.626 0.529 -0.673  -0.50
C: 1.825 -1.701 0.725  -1.50
C: 0.795 -0.575 0.591  2.73
C: -0.437 -1.006 -0.265  -1.18
O: -1.084 0.045 -0.971  0.23
C: -0.421 0.520 -2.142  0.70
N: 0.415 -0.274 1.923  0.04
H: 2.242 -2.059 -0.216  0.32
H: 1.422 -2.635 1.117  -0.07
H: 2.669 -1.375 1.333  0.28
H: 1.276 0.214 0.012  -0.43
H: -1.057 -1.575 0.428  0.21
H: -0.272 -1.760 -1.034  -0.22
H: -0.237 1.582 -1.976  -0.23
H: -1.066 0.399 -3.012  -0.61
H: 0.519 0.038 -2.409  -0.16
H: 0.249 -1.021 2.583  0.10
H: -0.531 0.080 1.928  -0.18
C: -7.998 1.197 -1.892  -1.65
C: -6.650 1.518 -2.519  1.62
C: -6.189 0.481 -3.644  -1.03
O: -4.754 0.651 -3.653  0.14
C: -4.134 -0.401 -4.420  -0.49
N: -6.825 2.789 -3.269  -0.78
H: -8.850 1.105 -2.565  0.37
H: -8.334 1.976 -1.207  0.44
H: -7.908 0.331 -1.237  0.28
H: -5.947 1.554 -1.688  -0.52
H: -6.811 0.518 -4.538  0.33
H: -6.480 -0.521 -3.329  0.40
H: -4.594 -1.389 -4.424  0.41
H: -3.124 -0.438 -4.012  -0.24
H: -4.011 -0.072 -5.452  0.30
H: -7.107 3.458 -2.568  0.30
H: -5.898 3.074 -3.552  0.21
C: -3.570 2.224 -0.246  -1.70
C: -2.340 3.072 0.238  0.95
C: -2.646 4.282 1.137  -1.00
O: -3.121 5.345 0.317  -0.03
C: -3.542 6.559 0.933  -1.00
N: -1.449 2.240 0.994  0.58
H: -4.134 2.970 -0.804  0.52
H: -4.244 1.875 0.537  0.34
H: -3.197 1.440 -0.906  0.34
H: -1.763 3.430 -0.615  0.31
H: -1.772 4.707 1.631  0.43
H: -3.372 3.847 1.823  -0.07
H: -3.976 7.330 0.297  0.23
H: -2.768 7.025 1.543  0.34
H: -4.330 6.125 1.549  0.36
H: -1.216 1.547 0.297  -0.56
H: -0.567 2.691 1.194  0.11
C: 5.641 -9.009 1.835  -1.38
C: 4.359 -8.722 1.016  0.79
C: 3.862 -7.270 1.083  -0.90
O: 2.672 -6.894 0.355  -0.45
C: 2.018 -5.657 0.791  -0.65
N: 4.698 -9.035 -0.284  -0.77
H: 5.454 -9.078 2.906  0.32
H: 6.231 -8.096 1.758  0.32
H: 6.312 -9.856 1.696  0.36
H: 3.568 -9.427 1.274  0.30
H: 4.585 -6.530 0.739  0.29
H: 3.624 -7.016 2.116  0.27
H: 1.929 -5.604 1.876  0.44
H: 1.026 -5.754 0.350  0.34
H: 2.480 -4.691 0.586  0.21
H: 4.580 -9.999 -0.559  0.25
H: 4.015 -8.362 -0.602  0.30
C: 3.595 -4.397 5.564  -1.49
C: 3.255 -3.268 4.460  1.07
C: 3.042 -1.906 5.091  -0.70
O: 1.861 -1.922 5.861  -0.48
C: 1.479 -0.713 6.526  -0.87
N: 4.308 -3.394 3.539  -0.30
H: 2.934 -4.219 6.413  0.36
H: 4.561 -4.235 6.042  0.27
H: 3.450 -5.286 4.950  0.30
H: 2.298 -3.501 3.993  -0.24
H: 3.011 -1.100 4.358  0.34
H: 3.895 -1.636 5.714  0.36
H: 1.272 -0.015 5.714  0.31
H: 2.283 -0.337 7.158  0.35
H: 0.559 -0.848 7.095  0.22
H: 5.051 -2.738 3.735  0.39
H: 4.088 -3.095 2.599  0.16
C: 2.598 -4.349 -2.339  -0.61
C: 2.316 -4.241 -3.829  0.58
C: 2.117 -2.788 -4.308  -1.00
O: 1.059 -2.143 -3.669  0.51
C: -0.226 -2.763 -3.948  -0.95
N: 3.406 -4.815 -4.655  -0.75
H: 2.068 -3.757 -1.593  -0.38
H: 3.664 -4.237 -2.145  0.34
H: 2.301 -5.378 -2.132  0.33
H: 1.477 -4.864 -4.137  0.39
H: 2.115 -2.712 -5.395  0.30
H: 2.933 -2.164 -3.944  0.15
H: -0.428 -2.813 -5.018  0.34
H: -1.055 -2.180 -3.546  -0.04
H: -0.464 -3.726 -3.496  0.37
H: 3.683 -5.729 -4.327  0.27
H: 4.261 -4.277 -4.661  0.24
C: 2.153 5.754 -1.334  -1.72
C: 2.933 4.455 -0.850  0.06
C: 1.883 3.273 -0.397  0.42
O: 1.167 3.615 0.811  -0.22
C: 1.967 3.720 1.974  -0.81
N: 3.811 4.145 -1.912  -0.64
H: 1.611 5.697 -2.278  0.28
H: 2.830 6.559 -1.619  0.46
H: 1.500 6.243 -0.610  0.33
H: 3.634 4.738 -0.064  0.64
H: 2.430 2.344 -0.234  0.03
H: 1.303 3.139 -1.310  -0.15
H: 2.950 4.093 1.684  0.35
H: 2.132 2.705 2.336  0.15
H: 1.535 4.393 2.714  0.23
H: 4.300 3.336 -1.559  0.03
H: 3.404 3.788 -2.765  0.32
C: -3.705 -3.547 0.251  -0.57
C: -5.163 -3.317 0.375  -0.02
C: -5.430 -2.321 1.660  0.03
O: -6.836 -1.991 1.879  -0.41
C: -7.180 -1.861 3.282  -0.62
N: -5.899 -2.669 -0.790  -0.67
H: -3.401 -3.937 1.222  0.16
H: -3.242 -2.570 0.120  -0.19
H: -3.323 -4.189 -0.543  0.49
H: -5.745 -4.212 0.595  0.34
H: -4.799 -1.435 1.722  -0.10
H: -5.109 -3.030 2.423  0.36
H: -7.382 -2.780 3.832  0.31
H: -8.112 -1.297 3.232  0.32
H: -6.627 -1.180 3.930  0.14
H: -5.486 -1.783 -1.044  0.11
H: -6.868 -2.503 -0.558  0.37

***

(Q)
Below is a cluster of 14 separate species, C56H154N14O14 in total, with properties calculated with ωB97M-V with the def2-TZVPD basis set.

Summary:
- E_LUMO (hartree) = 0.019
- HOMO level (eV) = -8.79
- HOMO-LUMO gap (Eh) = 0.342

Last column: Mulliken charge in e.
Atoms and positions in Å:
C: 3.298 -4.131 0.534  -0.25
C: 4.687 -4.768 0.321  0.33
C: 5.863 -3.803 0.088  -0.27
O: 7.045 -4.459 0.486  -0.44
C: 8.149 -3.565 0.575  -0.80
N: 4.960 -5.586 1.470  -0.59
H: 3.164 -3.444 1.415  0.29
H: 2.553 -4.889 0.518  0.17
H: 3.031 -3.401 -0.290  -0.24
H: 4.694 -5.330 -0.650  -0.05
H: 5.727 -2.874 0.669  0.17
H: 5.964 -3.497 -0.934  0.16
H: 8.333 -3.076 -0.352  0.29
H: 9.088 -4.036 0.861  0.31
H: 7.950 -2.812 1.342  0.31
H: 5.917 -5.942 1.507  0.32
H: 4.924 -5.012 2.335  0.28
C: -1.521 1.315 4.443  -0.15
C: -1.494 0.946 5.951  0.76
C: -0.191 0.188 6.244  -0.05
O: -0.031 0.025 7.663  -0.50
C: -0.819 -0.925 8.297  -0.59
N: -1.578 2.205 6.733  -0.78
H: -0.686 1.957 4.216  0.24
H: -2.436 1.945 4.171  -0.27
H: -1.523 0.498 3.785  -0.40
H: -2.303 0.299 6.333  0.18
H: 0.657 0.759 5.949  0.21
H: -0.283 -0.764 5.742  0.03
H: -0.491 -0.985 9.322  0.32
H: -0.796 -1.938 7.805  0.18
H: -1.885 -0.649 8.285  0.25
H: -2.351 2.765 6.502  0.20
H: -1.552 2.034 7.738  0.25
C: 2.380 -0.371 3.145  -1.10
C: 3.308 0.604 2.425  1.77
C: 3.070 2.059 2.831  -0.66
O: 3.350 2.148 4.219  -0.44
C: 3.238 3.510 4.646  -0.77
N: 4.685 0.120 2.468  -0.59
H: 2.630 -1.366 2.897  0.15
H: 1.314 -0.140 2.887  -0.10
H: 2.460 -0.303 4.214  0.48
H: 2.972 0.647 1.379  -0.85
H: 2.005 2.348 2.594  0.02
H: 3.764 2.696 2.273  0.56
H: 4.181 3.959 4.397  0.33
H: 3.196 3.595 5.744  0.30
H: 2.351 4.012 4.164  0.23
H: 5.052 0.336 3.432  0.33
H: 5.228 0.650 1.811  0.35
C: -0.848 -9.857 1.764  -1.52
C: -1.345 -8.373 1.862  0.30
C: -0.088 -7.499 1.733  0.46
O: 0.711 -7.700 2.863  -0.42
C: 2.040 -7.182 2.771  -0.82
N: -2.357 -8.103 0.875  -0.59
H: -0.206 -10.142 2.538  0.38
H: -0.233 -9.860 0.870  0.39
H: -1.740 -10.492 1.642  0.38
H: -1.761 -8.215 2.886  0.22
H: -0.360 -6.429 1.599  -0.58
H: 0.527 -7.672 0.814  0.37
H: 2.129 -6.143 2.794  0.13
H: 2.613 -7.653 1.972  0.40
H: 2.601 -7.413 3.665  0.44
H: -2.551 -7.095 0.829  0.24
H: -2.147 -8.614 0.020  0.25
C: -8.586 -2.125 -0.045  -1.53
C: -7.256 -1.421 -0.045  1.24
C: -6.338 -2.108 0.959  -1.14
O: -5.237 -1.241 1.230  0.09
C: -4.475 -1.546 2.374  -0.31
N: -6.621 -1.377 -1.358  -0.71
H: -8.543 -3.208 -0.225  0.35
H: -9.145 -1.684 -0.866  0.38
H: -9.204 -2.103 0.871  0.36
H: -7.425 -0.385 0.406  -0.25
H: -5.917 -3.028 0.369  0.27
H: -6.869 -2.435 1.855  0.47
H: -5.056 -1.921 3.202  0.49
H: -3.888 -0.700 2.647  -0.34
H: -3.745 -2.311 2.153  0.19
H: -5.814 -0.756 -1.371  0.19
H: -7.246 -0.874 -1.970  0.34
C: -3.713 5.765 -2.890  -1.58
C: -2.988 4.481 -3.126  2.20
C: -3.892 3.273 -2.850  -0.72
O: -3.238 2.028 -2.920  -0.37
C: -4.174 0.994 -2.775  -0.75
N: -2.313 4.593 -4.401  -0.42
H: -2.914 6.476 -2.654  0.19
H: -4.455 5.703 -2.099  0.34
H: -4.267 6.034 -3.775  0.49
H: -2.171 4.447 -2.312  -0.97
H: -4.801 3.112 -3.474  0.76
H: -4.241 3.492 -1.796  -0.54
H: -5.021 1.077 -3.431  0.63
H: -4.465 0.908 -1.712  0.01
H: -3.736 0.019 -3.014  0.24
H: -1.450 4.099 -4.567  0.15
H: -2.915 4.635 -5.226  0.23
C: 2.971 3.085 -4.519  -1.37
C: 1.750 2.119 -4.514  1.02
C: 1.049 2.019 -5.883  0.13
O: 0.103 3.105 -5.998  -0.28
C: -0.578 3.136 -7.222  -0.89
N: 2.210 0.784 -4.226  0.59
H: 3.656 2.944 -3.638  0.13
H: 2.626 4.164 -4.602  0.34
H: 3.584 2.934 -5.435  0.31
H: 1.096 2.493 -3.751  -0.19
H: 0.501 1.112 -5.853  -0.60
H: 1.756 2.051 -6.722  0.50
H: 0.118 3.462 -8.020  0.31
H: -1.389 3.886 -7.248  0.24
H: -1.001 2.155 -7.428  0.33
H: 2.723 0.752 -3.299  -0.80
H: 1.395 0.199 -4.033  -0.12
C: 4.996 -1.439 -3.153  0.02
C: 4.338 -2.243 -4.227  -0.05
C: 3.146 -2.976 -3.624  -0.21
O: 3.447 -4.141 -2.938  -0.34
C: 2.347 -5.002 -2.764  -0.71
N: 4.022 -1.529 -5.400  -0.63
H: 5.250 -1.963 -2.223  -0.37
H: 4.260 -0.684 -2.810  -0.37
H: 5.883 -1.032 -3.568  0.57
H: 5.033 -3.089 -4.446  0.50
H: 2.482 -3.201 -4.458  0.52
H: 2.628 -2.291 -2.954  -0.20
H: 1.841 -5.158 -3.651  0.59
H: 1.752 -4.711 -1.936  0.04
H: 2.757 -5.984 -2.382  0.22
H: 4.851 -1.202 -5.883  0.34
H: 3.480 -0.741 -5.172  0.13
C: -2.048 8.251 2.302  -1.53
C: -1.534 8.207 0.830  0.41
C: -0.457 7.096 0.535  -0.12
O: -0.020 7.116 -0.815  -0.49
C: 0.610 5.926 -1.065  -0.81
N: -2.670 8.051 -0.085  -0.54
H: -1.351 8.209 3.163  0.37
H: -2.787 7.520 2.419  0.32
H: -2.582 9.158 2.553  0.42
H: -0.968 9.160 0.791  0.23
H: -0.839 6.152 0.776  -0.11
H: 0.424 7.237 1.203  0.33
H: -0.069 5.091 -0.970  -0.06
H: 1.542 5.815 -0.588  0.67
H: 0.818 5.985 -2.097  0.44
H: -2.288 7.995 -1.028  0.26
H: -3.194 8.927 -0.076  0.23
C: -1.546 0.625 0.546  0.33
C: -0.828 1.937 0.180  0.60
C: 0.406 1.673 -0.638  -0.16
O: 1.050 0.535 -0.013  0.52
C: 1.980 -0.068 -0.871  0.29
N: -1.556 2.931 -0.615  1.59
H: -2.491 0.811 1.043  -0.50
H: -0.997 -0.047 1.092  0.40
H: -1.932 0.202 -0.393  -0.61
H: -0.598 2.451 1.131  -0.14
H: 1.078 2.523 -0.754  0.16
H: 0.126 1.401 -1.669  -1.07
H: 1.566 -0.503 -1.766  0.09
H: 2.509 -0.853 -0.293  -0.11
H: 2.757 0.657 -1.167  -0.29
H: -2.321 3.243 -0.024  -0.04
H: -1.938 2.426 -1.411  -0.66
C: 6.916 0.386 -0.746  -1.73
C: 6.114 1.456 -1.469  2.85
C: 5.579 2.515 -0.511  -0.75
O: 4.777 3.355 -1.243  -0.34
C: 4.188 4.282 -0.390  -0.34
N: 6.841 1.975 -2.618  -0.70
H: 7.641 0.918 -0.105  0.42
H: 7.430 -0.212 -1.467  0.54
H: 6.371 -0.332 -0.149  0.16
H: 5.178 1.075 -1.824  -1.43
H: 6.353 3.056 0.036  0.63
H: 4.968 1.915 0.234  -0.16
H: 4.969 4.660 0.308  0.29
H: 3.416 3.782 0.263  -0.03
H: 3.695 5.032 -0.999  0.26
H: 7.820 2.263 -2.559  0.24
H: 6.367 2.724 -3.133  0.25
C: -1.915 -4.477 3.777  -1.91
C: -0.575 -3.745 3.423  1.98
C: -0.943 -2.498 2.618  0.54
O: -1.481 -2.887 1.364  0.07
C: -0.413 -3.297 0.508  -0.31
N: 0.150 -3.223 4.553  -0.35
H: -2.385 -3.808 4.483  0.42
H: -1.687 -5.433 4.190  0.52
H: -2.486 -4.644 2.892  0.34
H: -0.020 -4.450 2.787  -1.11
H: -0.069 -1.847 2.361  -0.97
H: -1.718 -1.802 3.054  -0.04
H: -0.814 -3.559 -0.513  0.10
H: 0.157 -4.181 0.866  -0.15
H: 0.257 -2.547 0.585  0.40
H: 1.036 -2.863 4.199  0.05
H: 0.324 -3.882 5.278  0.30
C: -0.369 -1.563 -5.689  -1.40
C: -1.319 -1.317 -4.472  0.59
C: -1.111 -2.325 -3.345  0.14
O: -1.441 -3.689 -3.657  -0.46
C: -2.866 -3.799 -3.658  -0.70
N: -0.984 -0.007 -3.920  0.71
H: -0.614 -2.408 -6.402  0.35
H: 0.641 -1.652 -5.319  0.14
H: -0.399 -0.712 -6.342  0.41
H: -2.318 -1.342 -4.845  0.72
H: -1.712 -2.000 -2.452  0.31
H: -0.100 -2.262 -2.991  -0.56
H: -3.382 -3.191 -4.435  0.23
H: -3.228 -3.659 -2.668  0.27
H: -3.129 -4.847 -3.822  0.36
H: -1.202 0.719 -4.618  0.19
H: -1.618 0.251 -3.146  -1.25
C: -5.971 4.296 0.896  -1.97
C: -5.317 2.898 1.021  2.43
C: -4.408 2.820 2.340  -0.83
O: -3.165 3.423 2.212  0.56
C: -2.909 4.471 3.068  -0.88
N: -6.332 1.843 1.009  -0.74
H: -5.249 5.114 0.936  0.30
H: -6.675 4.400 1.718  0.43
H: -6.538 4.407 0.010  0.50
H: -4.787 2.671 0.105  -1.43
H: -4.344 1.721 2.558  -0.24
H: -4.999 3.201 3.186  0.69
H: -3.584 4.475 3.913  0.42
H: -2.979 5.437 2.549  -0.20
H: -1.916 4.301 3.399  0.33
H: -6.824 1.797 0.164  0.34
H: -5.943 0.943 1.134  0.16

***

The computed energies, referenced to the most stable structure and given in eV, are (P) 5.811; (Q) 0.000.